# 1
DFT (the ωB97M-V functional and the def2-TZVPD basis) results for C5H8S in the gas phase at a distorted geometry.

Calculated values
Energy relative to the best compared isomer or geometry (same formula, charge and spin): 54.43 kcal per mole
Lowest unoccupied orbital energy: 0.88 eV
E_tot: -16147.277 eV
HOMO-LUMO gap: 10.00 eV
E_HOMO: -9.121 eV

ORCA input file:
```
! RIJCOSX wB97M-V def2-TZVPD def2/J DEFGRID3
* xyz 0 1
H 1.907 0.240 0.801
H 0.740 4.021 0.283
S -1.188 -2.097 0.974
H 0.375 -0.073 1.429
C 0.504 -0.509 -0.684
H -1.717 -0.220 -0.406
H -2.435 -2.432 0.741
C 0.815 2.932 0.419
H 1.020 -1.451 -0.704
H 0.512 0.019 -1.631
C -0.937 -1.022 -0.533
H -1.124 -1.524 -1.518
C 0.666 1.750 0.372
C 0.863 0.367 0.457
*
```



# 2
DFT (the ωB97M-V functional and the def2-TZVPD basis) results for C4H9F2N in the gas phase at a distorted geometry.

Calculated values
Energy relative to the best compared isomer or geometry (same formula, charge and spin): 93.18 kcal per mole
Lowest unoccupied orbital energy: 1.09 eV
E_tot: -11214.822 eV
HOMO-LUMO gap: 11.56 eV
E_HOMO: -10.467 eV

ORCA input file:
```
! RIJCOSX wB97M-V def2-TZVPD def2/J DEFGRID3
* xyz 0 1
C 0.499 0.706 0.094
H 0.126 -0.567 -2.337
H -0.037 1.377 -0.522
H -1.412 0.169 -1.782
N 1.778 0.624 -0.570
F 2.481 1.834 -0.408
H -0.215 1.080 2.313
C -0.674 -0.665 -1.688
H -1.178 -1.551 -1.931
F 2.608 -0.167 0.156
H 1.373 1.666 1.776
C 0.683 0.859 1.589
H 0.786 -1.388 -0.166
C -0.097 -0.724 -0.245
H 1.121 -0.100 1.784
H -0.889 -1.114 0.516
*
```



# 3
DFT (the ωB97M-V functional and the def2-TZVPD basis) results for C9H14N4 in the gas phase at a distorted geometry.

Calculated values
Energy relative to the best compared isomer or geometry (same formula, charge and spin): 56.96 kcal per mole
Lowest unoccupied orbital energy: 0.51 eV
E_tot: -15517.912 eV
HOMO-LUMO gap: 8.46 eV
E_HOMO: -7.953 eV

ORCA input file:
```
! RIJCOSX wB97M-V def2-TZVPD def2/J DEFGRID3
* xyz 0 1
H 2.126 1.808 -1.944
H -2.462 -2.561 0.334
H 1.759 -1.978 -0.059
N -0.415 2.819 0.199
C -1.517 -3.077 0.024
H -1.281 3.382 0.304
N -1.237 0.266 3.859
H -1.739 -0.874 0.928
H 0.535 3.840 -1.498
C -0.123 0.452 0.229
C 1.536 1.887 -1.004
H -1.339 -4.017 0.624
H 1.135 -3.601 -0.427
N -0.384 -2.129 0.172
C -0.629 1.663 0.825
C 1.226 0.529 -0.480
H -0.442 2.418 -1.928
C 0.294 2.793 -1.188
H -1.547 -3.231 -1.043
N -1.017 1.874 1.995
H 1.952 0.257 0.264
H 2.232 2.386 -0.261
H 1.314 -0.230 -1.326
C -0.730 -0.820 0.396
C -1.086 0.969 2.969
H 0.935 -2.325 -1.500
C 0.906 -2.500 -0.465
*
```



# 4
DFT (the ωB97M-V functional and the def2-TZVPD basis) results for a gas-phase ion, C3H4NO2S (charge +1) at a distorted geometry.

Calculated values
Energy relative to the best compared isomer or geometry (same formula, charge and spin): 90.51 kcal per mole
Lowest unoccupied orbital energy: -5.85 eV
E_tot: -19583.647 eV
HOMO-LUMO gap: 10.50 eV
E_HOMO: -16.348 eV

ORCA input file:
```
! RIJCOSX wB97M-V def2-TZVPD def2/J DEFGRID3
* xyz 1 1
N 1.200 1.429 -0.781
H -1.745 -1.484 0.646
O 3.036 -0.173 0.125
H 0.280 -1.452 -0.512
H 1.546 2.977 -2.262
C -0.967 -0.728 0.883
C 1.326 2.243 -1.555
H -1.047 -0.162 1.800
C 0.233 -0.776 0.223
S 1.566 0.229 0.670
O 1.358 1.122 1.713
*
```



# 5
DFT (the ωB97M-V functional and the def2-TZVPD basis) results for 16 unconnected molecules or ions with the total composition H31O16 at a distorted geometry.

Calculated values
Energy relative to the best compared isomer or geometry (same formula, charge and spin): 119.00 kcal per mole
Lowest unoccupied orbital energy: 2.47 eV
E_tot: -33262.669 eV
HOMO-LUMO gap: 9.17 eV
E_HOMO: -6.702 eV

ORCA input file:
```
! RIJCOSX wB97M-V def2-TZVPD def2/J DEFGRID3
* xyz -1 1
H 0.402 3.136 4.159
O 1.590 -2.062 -1.407
H -4.662 1.041 -1.336
H -2.521 -0.691 -3.092
O -0.426 3.766 -2.560
H 3.265 -2.987 -1.824
H -0.327 -4.439 -1.134
H -0.630 2.878 -2.146
O -1.843 -1.306 1.020
O -1.183 2.390 -0.310
H 4.495 -2.121 1.650
H -0.677 1.546 0.135
O -5.227 0.512 -0.765
H -2.589 -1.321 0.375
O 1.166 3.655 4.031
H -0.200 -4.574 -2.511
O -0.885 -4.730 -1.914
O -0.115 0.463 0.690
H 1.938 -1.769 -0.574
H -1.715 2.583 0.416
H 1.789 -2.986 -1.073
O 2.103 -0.558 1.983
H 4.284 -3.820 -2.223
O -2.870 -0.736 -4.069
H 0.267 -1.161 4.317
H 0.020 -2.242 0.727
O 3.775 -3.748 -1.425
O 0.447 4.566 0.354
O -2.541 2.511 -2.688
H -3.223 -1.681 -4.104
H 1.322 3.557 3.098
H 0.496 -0.176 0.521
O 4.615 -1.107 1.628
H -2.105 3.275 -3.100
O 0.621 -3.034 0.724
H -0.427 4.622 0.618
H 0.426 3.985 -2.149
H 4.172 -0.902 2.475
H 0.346 0.423 4.051
H -1.320 -0.458 1.163
H 2.339 -0.100 1.183
H -1.913 2.234 -1.929
H 1.225 -0.294 1.948
H -5.934 1.199 -0.580
O 0.772 -0.414 4.349
H 1.139 -2.737 1.565
H 0.322 3.815 -0.267
*
```



# 6
DFT (the ωB97M-V functional and the def2-TZVPD basis) results for C4H4N2S in the gas phase at a distorted geometry.

Calculated values
Energy relative to the best compared isomer or geometry (same formula, charge and spin): 46.77 kcal per mole
Lowest unoccupied orbital energy: -0.98 eV
E_tot: -18026.213 eV
HOMO-LUMO gap: 7.03 eV
E_HOMO: -8.005 eV

ORCA input file:
```
! RIJCOSX wB97M-V def2-TZVPD def2/J DEFGRID3
* xyz 0 1
H -2.211 -0.198 -1.028
H 1.647 -0.987 0.935
N -0.077 1.303 -0.478
H 0.213 -3.265 0.710
C -1.326 -0.674 -0.554
C -0.060 -2.212 0.455
C -0.116 -0.040 -0.185
S 1.092 2.235 0.161
C 0.655 -1.055 0.508
N -1.337 -1.990 -0.143
H -2.136 -2.621 -0.198
*
```



# 7
DFT (the ωB97M-V functional and the def2-TZVPD basis) results for a molecular structure, C34H69BaCl2N11O5 at a distorted geometry.

Calculated values
Energy relative to the best compared isomer or geometry (same formula, charge and spin): 49.54 kcal per mole
Lowest unoccupied orbital energy: 3.64 eV
E_tot: -88735.335 eV
HOMO-LUMO gap: 3.48 eV
E_HOMO: 0.154 eV

ORCA input file:
```
! RIJCOSX wB97M-V def2-TZVPD def2/J DEFGRID3
* xyz -2 1
H 6.795 -1.007 0.191
N 2.688 0.595 1.331
H -6.233 -1.363 -0.774
H -2.527 2.919 -2.536
N 1.027 -1.853 -1.307
H 4.283 0.561 5.120
H -1.575 4.172 2.760
H -2.704 -4.170 1.094
H -4.887 5.721 -1.755
H 2.959 -1.399 5.006
H 1.383 0.658 -1.737
C 0.808 -1.210 -2.577
H -2.076 -1.464 3.512
H 4.475 2.096 -0.790
H -6.953 -1.785 -2.340
N 1.841 -3.766 -2.440
Cl -0.698 -3.350 3.283
C 5.665 -0.426 3.307
H 6.044 -1.118 -1.880
H 4.570 1.383 -2.411
H -2.080 0.825 -3.547
H 0.271 2.607 -1.374
C 4.972 -1.206 -1.674
H -2.421 6.908 0.520
C -2.645 -3.248 0.525
O -1.463 3.644 4.778
C 0.624 0.299 -2.439
C -2.702 4.346 -0.061
C -3.655 3.224 1.835
C 2.352 -2.649 1.017
O -0.393 1.572 5.058
H 2.268 2.153 4.876
C -6.077 -1.341 -1.853
H -3.141 7.534 -0.964
H 7.509 -1.276 2.551
H -0.147 2.526 -3.093
H -1.393 4.219 -2.199
H 4.448 -1.191 -2.636
C 3.036 1.959 4.122
H -4.266 -0.994 -3.891
N -0.654 0.835 -1.968
N -3.756 -3.173 -0.414
H -5.516 -4.231 -0.874
H 1.358 -5.429 -0.601
H -1.600 -0.749 -2.911
O -0.360 2.653 2.968
H 2.397 1.756 0.361
H -3.942 3.405 2.871
C 4.415 0.109 3.052
N -3.037 -1.086 -0.999
H -3.556 5.559 -2.919
H -4.082 -4.822 -1.725
C -3.936 5.212 -1.953
C 6.121 -0.697 0.988
H -3.556 -2.604 -3.687
H -0.625 -1.343 4.493
H -3.031 0.945 -0.972
C -4.443 -4.396 -0.780
H -5.245 -2.443 -4.201
H 2.599 2.086 3.131
C -0.512 2.295 -2.072
H 3.372 -0.088 -0.792
C -4.468 -2.021 -3.554
H 3.831 -4.066 -1.936
C 4.906 1.282 -1.372
H 1.689 -1.346 -3.220
H -1.676 -3.200 0.018
H -2.395 5.739 2.837
H 1.129 -4.933 1.083
N -3.089 4.460 1.300
C 0.713 -4.321 -3.145
N 2.100 -3.522 -0.115
H 1.756 3.156 0.674
N -2.979 5.467 -0.884
C 3.600 0.540 4.261
Cl -1.139 2.388 4.159
H 3.267 -2.973 1.520
O 1.976 2.626 -0.102
H -0.029 -1.662 -3.120
H -4.544 2.957 1.260
H 3.395 -4.536 -3.587
C 4.881 -0.186 0.667
H -2.679 -2.405 1.214
O -2.346 1.713 3.770
H 2.016 -0.801 3.647
C -2.006 4.972 2.162
H -0.201 -3.820 -2.829
H -4.144 4.146 -2.032
C -1.712 3.221 -1.868
H 0.825 -4.199 -4.230
H -4.173 6.792 0.283
H 2.481 -1.625 0.673
C 4.468 -0.065 -0.784
C 6.541 -0.851 2.310
N -2.164 3.288 -0.499
C -1.828 0.273 -2.621
C 3.901 0.222 1.687
H 5.998 1.368 -1.346
H 0.596 -5.398 -2.943
C -3.836 -2.046 -1.197
N -4.899 -2.119 -2.176
H 4.795 -2.173 -1.196
H -4.275 -5.129 0.008
C 3.060 -4.531 -2.544
C -3.198 6.737 -0.219
H -6.012 -0.289 -2.165
H -1.202 5.399 1.564
H -2.953 2.384 1.815
H 1.761 -0.107 5.262
Ba 0.071 0.545 1.768
C 1.593 -2.995 -1.272
H 3.837 2.695 4.242
H -3.975 0.304 -2.330
C 2.512 -0.502 4.571
C -3.070 0.160 -1.718
H 5.985 -0.519 4.345
H 2.740 -5.421 0.521
H 0.864 0.724 -3.434
C 1.821 -4.900 0.234
C -0.981 -1.546 3.477
H 2.944 -5.580 -2.228
H 1.525 -2.674 1.733
*
```



# 8
DFT (the ωB97M-V functional and the def2-TZVPD basis) results for a molecular structure, C22H41BrIrNP3S at a distorted geometry.

Calculated values
Energy relative to the best compared isomer or geometry (same formula, charge and spin): 0.00 kcal per mole
Lowest unoccupied orbital energy (spin up / spin down): -10.56 / -15.02 eV
⟨S²⟩: 8.81
E_tot: -136508.124 eV
HOMO-LUMO gap (spin up / spin down): 6.16 / 4.98 eV
E_HOMO (spin up / spin down): -16.721 / -20.001 eV

ORCA input file:
```
! RIJCOSX wB97M-V def2-TZVPD def2/J DEFGRID3
* xyz 4 6
C 2.812 -2.170 -6.746
C 1.257 1.474 2.165
C 2.017 -2.513 -9.018
H -0.699 -3.264 1.556
H 3.139 2.058 0.050
C 2.164 0.437 4.174
H -2.999 3.029 1.180
C 1.789 -0.775 3.610
H 1.501 2.398 -3.684
H 0.986 -0.831 -9.909
C 0.949 -1.823 -0.789
C 1.446 -1.227 -9.003
H -1.950 1.873 -2.593
H -0.101 3.788 0.725
C -2.491 2.056 1.245
P 1.553 1.216 -1.574
P -1.369 1.894 -0.215
H -3.158 2.726 -1.574
H 1.138 -1.828 1.853
C 0.007 -1.458 -1.817
Br 1.801 -2.387 4.611
H 3.182 3.005 -1.467
C 2.755 -2.954 -7.906
H 3.524 -0.148 -1.303
S 1.940 -0.069 -5.171
H -1.228 -3.480 -0.147
H 2.649 -0.676 -2.746
H -3.124 0.933 -1.627
C 2.069 -0.969 -6.663
H 0.384 -1.065 -2.773
H -3.244 1.253 1.281
H 3.649 0.795 -2.810
C -2.021 -0.915 2.523
H 3.299 -3.910 -7.962
C 1.317 -0.853 2.291
H 2.018 -1.637 -0.949
H 1.068 0.546 -7.834
H -0.971 -1.964 -1.877
C 2.525 2.523 -0.731
H -1.209 -1.376 3.104
C -2.513 1.845 -1.651
H 1.896 3.284 -0.261
H -1.561 4.295 -0.158
H -1.879 2.042 2.161
Ir -0.029 0.069 -0.297
C 1.482 -0.459 -7.840
H 2.636 0.512 5.147
C 0.732 2.034 -2.997
H 0.094 1.311 -3.514
H 0.994 2.381 1.614
H -0.083 3.867 -1.072
H -3.926 -2.049 0.202
C -3.359 -1.185 -0.163
C -0.690 3.621 -0.192
H 0.712 -2.636 -0.088
H 2.165 2.551 3.756
H 0.580 0.223 -5.152
H 3.446 -2.472 -5.908
H -2.422 -3.507 1.183
H 1.912 -3.158 -9.896
H -2.069 0.151 2.763
C 1.888 1.566 3.404
H -3.203 -1.309 -1.242
C -1.489 -3.050 0.826
C 2.968 0.206 -2.180
H -2.966 -1.390 2.806
N 0.982 0.274 1.612
H 0.082 2.866 -2.715
P -1.751 -1.233 0.727
H -3.945 -0.279 0.019
*
```



# 9
DFT (the ωB97M-V functional and the def2-TZVPD basis) results for C5H8O in the gas phase at a distorted geometry.

Calculated values
Energy relative to the best compared isomer or geometry (same formula, charge and spin): 117.09 kcal per mole
Lowest unoccupied orbital energy: 0.01 eV
E_tot: -7357.178 eV
HOMO-LUMO gap: 8.66 eV
E_HOMO: -8.644 eV

ORCA input file:
```
! RIJCOSX wB97M-V def2-TZVPD def2/J DEFGRID3
* xyz 0 1
C 0.950 1.440 -1.174
C 1.422 0.228 -1.367
H 2.105 0.157 -2.170
H 0.090 -2.080 0.325
H -0.762 -0.957 -0.733
H 0.288 1.592 -0.359
C 0.016 -0.268 1.164
H 1.159 2.371 -1.689
H -1.451 -0.488 2.649
C -1.393 -0.182 1.600
H -1.606 0.898 1.610
O 1.270 -0.983 -0.820
H -2.195 -0.678 1.022
C 0.107 -1.050 -0.058
*
```



# 10
DFT (the ωB97M-V functional and the def2-TZVPD basis) results for a molecular structure, C2H6HgO2 at a distorted geometry.

Calculated values
Energy relative to the best compared isomer or geometry (same formula, charge and spin): 0.00 kcal per mole
Lowest unoccupied orbital energy (spin up / spin down): -6.98 / -6.96 eV
⟨S²⟩: 0.75
E_tot: -10427.977 eV
HOMO-LUMO gap (spin up / spin down): 5.69 / 8.25 eV
E_HOMO (spin up / spin down): -12.674 / -15.207 eV

ORCA input file:
```
! RIJCOSX wB97M-V def2-TZVPD def2/J DEFGRID3
* xyz 1 2
Hg -0.997 1.426 1.362
C 0.610 -0.027 -0.516
C 0.404 -1.359 0.100
H 1.247 0.128 -1.388
H 0.779 -1.409 1.138
H -0.671 -1.579 0.208
H 0.895 -2.124 -0.512
O -2.077 0.929 -0.032
O 0.692 1.015 0.424
H 1.293 1.710 0.127
H -2.175 1.291 -0.912
*
```



# 11
DFT (the ωB97M-V functional and the def2-TZVPD basis) results for a gas-phase ion, C7H17N2O (charge +1) at a distorted geometry.

Calculated values
Energy relative to the best compared isomer or geometry (same formula, charge and spin): 70.32 kcal per mole
Lowest unoccupied orbital energy: -4.16 eV
E_tot: -12553.803 eV
HOMO-LUMO gap: 8.74 eV
E_HOMO: -12.903 eV

ORCA input file:
```
! RIJCOSX wB97M-V def2-TZVPD def2/J DEFGRID3
* xyz 1 1
C 2.646 -0.830 1.886
H 0.132 0.814 2.113
C -0.829 0.397 0.366
H -0.242 2.437 1.435
H 1.828 -3.043 1.271
C -2.081 0.228 -1.696
C -1.851 0.632 -3.056
H 3.100 -1.597 2.611
H -1.897 -0.886 -1.666
N -1.226 0.953 -0.852
H 3.445 -0.798 1.119
C -0.663 1.404 1.671
H 1.192 0.606 -1.382
H -1.641 1.404 2.127
H 2.583 0.139 2.342
H -3.236 0.310 -1.286
H -2.780 0.550 -3.625
H -1.497 1.628 -3.090
N 1.395 -0.109 -0.708
H 2.258 -0.604 -0.669
H -1.012 0.038 -3.552
H -1.511 1.938 -0.854
C 1.168 -1.242 1.446
C 0.565 -0.170 0.290
H -1.527 -0.354 0.817
H 0.413 -1.419 2.249
O 1.272 -2.427 0.694
*
```



# 12
DFT (the ωB97M-V functional and the def2-TZVPD basis) results for C5H8O2 in the gas phase at a distorted geometry.

Calculated values
Energy relative to the best compared isomer or geometry (same formula, charge and spin): 48.62 kcal per mole
Lowest unoccupied orbital energy: 1.04 eV
E_tot: -9407.724 eV
HOMO-LUMO gap: 10.48 eV
E_HOMO: -9.441 eV

ORCA input file:
```
! RIJCOSX wB97M-V def2-TZVPD def2/J DEFGRID3
* xyz 0 1
O 0.512 -0.225 -1.205
H 2.141 -1.315 -0.294
O 2.634 0.562 -0.637
C -0.369 -0.059 -0.094
C -1.620 0.740 -0.181
C 1.669 -0.332 -0.274
H -1.986 -1.171 0.950
C 0.754 -0.030 0.923
H 2.029 1.306 -0.876
H 0.940 0.948 1.378
H -1.890 1.137 -1.157
H 0.729 -0.807 1.691
H -1.975 -1.353 -0.877
H -1.893 1.369 0.664
C -1.674 -0.769 -0.012
*
```